1.
Here is a molecular structure, C9H15N2PdS4 in a non-equilibrium geometry from the Open Molecules 2025 dataset. Energies are from the ωB97M-V functional and the def2-TZVPD basis.

## Properties
Relative energy (zero: lowest compared OMol25 entry of this formula, charge and spin) ... 0.0000 eV
HOMO energy (spin up / spin down) ... -11.6125 / -11.5928 eV
E ... -59369.2055 eV
HOMO-LUMO gap (spin up / spin down) ... 0.2046 / 0.2021 hartree
Max |F| ... 0.0351 hartree/bohr
Total charge ... +1

Last column: Löwdin charge in e.
CARTESIAN COORDINATES (ANGSTROEM)
Pd  1.51211  -1.10454  -0.20384  0.3547
S  3.41685  -3.60456  -3.35483  0.7037
C  2.85519  -2.85624  -2.01335  -1.9150
S  1.35870  -3.27196  -1.29461  0.6352
S  3.70357  -1.59565  -1.23253  0.6766
C  0.76310  2.03188  2.33622  -0.0150
N  -0.11370  0.87732  2.40077  -0.1158
C  -1.47668  0.90100  2.62634  -0.0320
C  -1.90297  -0.37853  2.68038  -0.0498
N  -0.79237  -1.16880  2.48291  0.0832
C  0.30614  -0.40160  2.30102  -0.7788
S  1.92432  -0.95518  2.15542  0.6533
H  0.17420  2.91991  2.12280  0.1030
H  1.50799  1.88325  1.55699  0.0694
H  1.28042  2.16784  3.28534  0.1089
H  -2.02893  1.81767  2.73466  0.1355
H  -2.88827  -0.77947  2.83528  0.1315
H  -0.76867  -2.17463  2.51555  0.1652
C  -1.38174  -0.63163  -1.14788  -0.0780
C  -0.43564  0.13334  -2.08601  -0.4780
C  -1.14366  1.39397  -2.60729  -0.0543
C  0.83737  0.55212  -1.41238  -0.0633
H  -2.22267  -1.02757  -1.71624  0.0968
H  -1.77410  0.03496  -0.37679  0.0757
H  -0.88411  -1.48334  -0.67347  0.0225
H  -0.19721  -0.50259  -2.94125  0.1375
H  -1.42226  2.04745  -1.77809  0.0861
H  -2.04924  1.10409  -3.13898  0.0945
H  -0.50942  1.95444  -3.29402  0.0896
H  0.70067  1.33766  -0.66506  0.0755
H  1.65104  0.77940  -2.09706  0.0817

2.
Here is a gas-phase ion, C9H15N2S (charge +1) in a non-equilibrium geometry from the Open Molecules 2025 dataset. Energies are from the ωB97M-V functional and the def2-TZVPD basis.

## Properties
Relative energy (zero: lowest compared OMol25 entry of this formula, charge and spin) ... 1.0515 eV
HOMO energy ... -12.2954 eV
E ... -23383.5945 eV
HOMO-LUMO gap ... 0.3449 hartree
Max |F| ... 0.1010 hartree/bohr
Total charge ... +1

Last column: Löwdin charge in e.
CARTESIAN COORDINATES (ANGSTROEM)
C  -1.05106  -0.12866  0.35177  -0.1851
C  -0.61597  1.15695  0.09335  -0.3079
C  1.82699  -0.42518  1.69778  -0.5782
C  0.20383  -0.80986  -0.01559  -0.3275
C  0.69597  0.82395  -0.37582  -0.5017
C  -2.28417  -0.73866  0.68866  -0.0124
C  -1.25456  2.36689  0.26109  -0.0300
C  0.26441  -1.88275  -1.11289  0.0308
C  1.18055  1.19529  -1.70242  -0.0646
N  0.98242  -1.23707  1.12889  0.1168
N  2.59771  -0.48675  2.79561  0.1125
S  2.10166  1.12777  0.89059  1.0924
H  -3.01561  -0.46732  -0.18096  0.1513
H  -2.75665  -0.18369  1.42939  0.0686
H  -2.32042  -1.79276  0.85264  0.0877
H  -1.37239  3.05267  -0.59803  0.1087
H  -0.76785  3.00053  1.05371  0.1219
H  -2.32768  2.10056  0.52657  0.1212
H  1.27949  -1.97681  -1.46031  0.0995
H  -0.15940  -1.40794  -1.93507  0.0704
H  -0.36272  -2.71950  -0.99021  0.0827
H  2.05382  0.75433  -2.02967  0.0703
H  1.16148  2.32755  -1.63813  0.1296
H  0.42012  1.12936  -2.41115  0.0819
H  0.89477  -2.26973  1.29590  0.2065
H  2.91778  -1.38605  3.25048  0.1674
H  2.97539  0.38987  3.09932  0.0873

3.
Here is a single C9H15N3 molecule in a non-equilibrium geometry from the Open Molecules 2025 dataset. Energies are from the ωB97M-V functional and the def2-TZVPD basis.

## Properties
Relative energy (zero: lowest compared OMol25 entry of this formula, charge and spin) ... 4.4681 eV
HOMO energy (spin up / spin down) ... -8.2657 / -8.2653 eV
E ... -14042.0945 eV
HOMO-LUMO gap (spin up / spin down) ... 0.3178 / 0.3178 hartree
Max |F| ... 0.0807 hartree/bohr

Last column: Löwdin charge in e.
CARTESIAN COORDINATES (ANGSTROEM)
C  1.87147  -1.83143  -0.73272  -0.2867
C  2.18978  0.53940  0.01327  -0.3673
C  1.57962  -0.45754  -0.89707  -0.0869
C  -0.33512  -0.26668  0.32269  -0.0086
C  3.56175  0.92759  -0.30500  -0.0215
C  -1.86991  -1.85554  -0.83086  -0.0651
C  -2.82272  -0.30904  0.79521  -0.0802
C  -0.52936  2.21904  0.89397  -0.0584
C  -1.74942  -0.44855  -0.20159  -0.4186
N  2.19281  -2.94326  -0.68410  0.1358
N  1.53971  1.14032  0.94005  0.1023
N  0.19265  0.93209  0.97676  -0.2155
H  1.57444  -0.07593  -1.95473  0.1331
H  -0.01950  -1.06888  1.11897  0.1661
H  3.91788  1.82752  0.04733  0.0619
H  3.65755  0.68511  -1.33379  0.0793
H  4.14259  0.19629  0.19984  0.0863
H  -2.79870  -1.90464  -1.29837  0.0541
H  -1.72590  -2.57466  -0.01072  0.0956
H  -1.11651  -2.03275  -1.62182  0.0874
H  -2.67945  -0.79376  1.68446  0.0632
H  -3.76316  -0.63106  0.44912  0.0747
H  -3.02668  0.73034  1.10341  0.0775
H  -1.60630  2.20508  1.24144  0.0805
H  0.09687  3.01215  1.33842  0.0797
H  -0.51476  2.64835  -0.16859  0.0985
H  -1.95964  0.13042  -1.08561  0.1326

4.
Here is a single C9H15N3O6 molecule in a non-equilibrium geometry from the Open Molecules 2025 dataset. Energies are from the ωB97M-V functional and the def2-TZVPD basis.

## Properties
SMILES ... NC(=O)CC[C@H](NC(=O)[C@@H](N)CC(=O)O)C(=O)O
Relative energy (zero: lowest compared OMol25 entry of this formula, charge and spin) ... 8.4063 eV
HOMO energy ... -9.7808 eV
E ... -26325.9729 eV
HOMO-LUMO gap ... 0.3321 hartree
Max |F| ... 0.1810 hartree/bohr

Last column: Löwdin charge in e.
CARTESIAN COORDINATES (ANGSTROEM)
N  -4.63618  0.35642  0.87448  0.1662
C  -4.70672  -0.50620  -0.12725  -0.4519
O  -5.68938  -1.10820  -0.70447  -0.0288
C  -3.21613  -0.56039  -0.86010  -0.0961
C  -2.01601  -0.65744  -0.04761  -0.2203
C  -1.09524  0.45612  -0.17010  -0.3368
N  0.20820  0.31781  0.49182  0.0925
C  1.48318  0.37657  -0.19703  -0.2735
O  1.87072  0.87628  -1.36956  -0.0557
C  2.56451  -0.50994  0.51913  -0.3876
N  1.88505  -1.70558  0.92009  -0.0575
C  3.77006  -0.76682  -0.62870  -0.0355
C  4.97643  0.17856  -0.03378  -0.4747
O  6.00463  -0.21228  0.51758  0.0796
O  4.60385  1.49179  -0.17495  0.0677
C  -1.56728  1.84853  0.22765  -0.1534
O  -2.21653  2.27134  1.34981  -0.0022
O  -0.73277  2.81915  -0.63296  -0.0031
H  -5.44368  0.33912  1.59236  0.1761
H  -3.77700  0.79772  1.06242  0.0354
H  -3.30075  0.31078  -1.45007  0.1023
H  -3.31266  -1.54759  -1.52819  0.1656
H  -1.55431  -1.62849  -0.20071  0.1255
H  -2.11298  -0.80022  1.09923  0.1643
H  -0.82183  0.69021  -1.24325  0.1684
H  0.14324  0.04796  1.59400  0.2325
H  3.18562  0.02919  1.45594  0.2015
H  1.84338  -2.19822  -0.13404  0.1480
H  2.63847  -2.53136  1.48444  0.2043
H  3.92219  -1.91491  -0.49425  0.1133
H  3.39777  -0.46169  -1.79817  0.1743
H  3.66367  1.62621  -0.44077  0.0941
H  0.03845  2.27557  -0.95299  0.0654

5.
Here is a gas-phase ion, C9H15N5 (charge +2) in a non-equilibrium geometry from the Open Molecules 2025 dataset. Energies are from the ωB97M-V functional and the def2-TZVPD basis.

## Properties
SMILES ... C[C@](N)(C[NH3+])c1c[nH+]c2cnccn12
Relative energy (zero: lowest compared OMol25 entry of this formula, charge and spin) ... 0.0000 eV
HOMO energy ... -16.3731 eV
E ... -17009.1098 eV
HOMO-LUMO gap ... 0.3377 hartree
Max |F| ... 0.1056 hartree/bohr
Total charge ... +2

Last column: Löwdin charge in e.
CARTESIAN COORDINATES (ANGSTROEM)
C  1.24413  -1.03655  1.21914  0.0167
C  1.07181  -0.49497  -0.23703  -0.4410
N  0.66022  -1.60289  -1.22256  0.0854
C  2.26929  0.36810  -0.67324  -0.0680
N  3.14457  0.91793  0.39383  0.2165
C  -0.17054  0.37844  -0.29101  -0.1499
C  -0.25673  1.77846  -0.29706  0.0464
N  -1.56889  2.10110  -0.17455  0.1796
C  -2.27719  0.96086  -0.06296  -0.1241
C  -3.66425  0.73744  0.06765  -0.0084
N  -4.16063  -0.44456  0.22530  0.1363
C  -3.33341  -1.49787  0.09227  -0.0537
C  -1.96124  -1.39402  0.02660  0.0510
N  -1.39333  -0.11329  -0.02613  0.0976
H  2.26519  -1.53877  1.18347  0.1215
H  1.26790  -0.09830  1.80654  0.1052
H  0.72907  -1.79475  1.65459  0.0570
H  1.19585  -1.30547  -2.04896  0.0924
H  0.99328  -2.58250  -0.88794  0.1486
H  2.85323  -0.23589  -1.31003  0.1385
H  1.82188  1.15792  -1.18518  0.1034
H  3.52600  0.24743  1.04789  0.1584
H  2.76849  1.60393  1.03336  0.1699
H  4.01191  1.43312  0.05391  0.2233
H  0.34123  2.58329  -0.60757  0.1340
H  -2.00527  2.94977  -0.09421  0.1579
H  -4.20321  1.63949  0.18614  0.1310
H  -3.87610  -2.46783  0.11717  0.1503
H  -1.29325  -2.24959  0.01057  0.1241

6.
Here is a single C9H15NO3 molecule in a non-equilibrium geometry from the Open Molecules 2025 dataset. Energies are from the ωB97M-V functional and the def2-TZVPD basis.

## Properties
SMILES ... CC(=O)O[C@@H]1C[C@@H]2N[C@H]1CC[C@@H]2O
Relative energy (zero: lowest compared OMol25 entry of this formula, charge and spin) ... 4.5120 eV
HOMO energy ... -8.0953 eV
E ... -17205.7880 eV
HOMO-LUMO gap ... 0.3254 hartree
Max |F| ... 0.1121 hartree/bohr

Last column: Löwdin charge in e.
CARTESIAN COORDINATES (ANGSTROEM)
C  2.39715  3.17242  1.09060  0.0035
C  2.07962  1.77594  0.80624  -0.4209
O  2.67288  0.71957  0.92098  0.1172
O  0.74147  1.82886  0.15971  -0.0503
C  0.37398  0.52745  -0.31278  -0.2309
C  -0.92484  0.78638  -1.14742  -0.0866
C  -1.88243  -0.28045  -0.63656  -0.1979
N  -1.58230  -0.25474  0.85341  -0.0085
C  -0.21242  -0.37124  0.91418  -0.3557
C  0.30176  -1.74241  0.75582  -0.1634
C  -0.69117  -2.57438  -0.06873  -0.1085
C  -1.42927  -1.74606  -1.23411  -0.2344
O  -0.39725  -1.74815  -2.26020  -0.0529
H  2.08977  3.73894  0.17406  0.1106
H  3.45750  3.36296  1.14891  0.0832
H  1.84823  3.47250  2.01488  0.1150
H  1.00009  0.15223  -1.00728  0.1037
H  -1.23072  1.80228  -0.80699  0.1226
H  -0.76964  0.85140  -2.36951  0.1666
H  -2.90838  -0.08794  -0.79717  0.1152
H  -2.04994  -0.16110  1.79531  0.1632
H  -0.01776  -0.00431  1.97375  0.1679
H  1.35227  -1.42732  0.43305  0.1315
H  0.57110  -2.17521  1.69602  0.1007
H  -0.14986  -3.50659  -0.27047  0.1118
H  -1.52494  -2.92890  0.49985  0.0893
H  -2.44073  -2.20666  -1.55062  0.1484
H  -0.67415  -0.97547  -2.77494  0.0598